Computed, not measured: a single C4H5NO2 molecule, with wB97M-V/def2-TZVPD.

Calculated values
2S+1   1
Total charge   0
Highest occupied orbital energy   -9.32 eV
ΔE to the lowest compared entry with this formula, charge and spin   2.4029 eV
Orbital gap   9.77 eV
Molecular weight   99.09 g/mol
SMILES   [H]/N=C1\C=C(O)CO1

Each atom is followed by the atoms it is bonded to, with distances in Å.
Cartesian coordinates (Å):
1 H 1.520 1.716 1.199  N2 1.017
2 N 1.003 1.016 1.725  H1 1.017, C3 1.264
3 C 0.808 -0.006 1.006  N2 1.264, C4 1.489, O8 1.387
4 C 0.958 -0.205 -0.461  C3 1.489, C5 1.341, H9 1.082
5 C -0.320 -0.391 -0.825  C4 1.341, O6 1.339, C7 1.519
6 O -0.936 -0.413 -2.014  C5 1.339, H10 0.967
7 C -1.142 -0.389 0.453  C5 1.519, O8 1.430, H11 1.123, H12 1.092
8 O -0.197 -0.872 1.411  C3 1.387, C7 1.430
9 H 1.823 0.036 -1.064  C4 1.082
10 H -0.286 -0.223 -2.706  O6 0.967
11 H -1.214 0.688 0.764  C7 1.123
12 H -2.086 -0.938 0.459  C7 1.092

Mulliken analysis output, partial charges in e: number 1, H, carries 0.235; number 2, N, carries -0.647; number 3, C, carries 0.725; number 4, C, carries -0.785; number 5, C, carries 0.620; number 6, O, carries -0.485; number 7, C, carries -0.657; number 8, O, carries -0.362; number 9, H, carries 0.395; number 10, H, carries 0.329; number 11, H, carries 0.283; number 12, H, carries 0.348